No. 1
Entry from the OMol25 dataset: a cluster of 3 separate species, C25H58N4O10P3 in total (ωB97M-V/def2-TZVPD).

ORCA input file:
```
! RIJCOSX wB97M-V def2-TZVPD def2/J DEFGRID3
* xyz 1 1
C -2.308 -3.280 -3.454
C -2.610 -2.279 -4.724
C -3.808 -1.225 -4.278
C -3.890 -0.025 -5.400
C -3.475 1.373 -4.619
C -1.824 1.355 -4.493
C -1.419 2.320 -3.209
N 0.027 2.078 -2.846
C 0.324 0.812 -2.015
C 1.960 0.873 -2.096
C 2.864 -0.427 -1.674
C 2.016 -1.796 -1.366
O 1.018 -1.939 -0.489
C 2.656 2.084 -1.179
C 1.951 2.277 0.290
C 2.158 1.018 1.326
C 1.898 1.378 2.905
C 0.310 1.367 3.351
N 0.059 0.301 4.437
N 2.087 1.020 -3.627
P 1.551 -0.359 -4.614
O 0.754 0.070 -5.942
C 1.066 2.131 -3.944
N 1.134 3.018 -5.025
C 2.269 2.994 -6.057
C 1.779 2.636 -7.583
H -2.947 -4.253 -3.595
H -1.181 -3.617 -3.425
H -2.571 -2.701 -2.453
H -2.947 -2.904 -5.683
H -1.621 -1.727 -5.032
H -4.860 -1.781 -4.201
H -3.544 -0.850 -3.189
H -4.929 0.055 -5.951
H -3.093 -0.257 -6.259
H -3.899 1.347 -3.508
H -3.905 2.344 -5.118
H -1.378 0.298 -4.264
H -1.316 1.745 -5.499
H -2.157 2.223 -2.295
H -1.484 3.436 -3.621
H -0.251 -0.153 -2.357
H -0.229 1.078 -1.012
H 3.600 -0.640 -2.589
H 3.588 -0.221 -0.751
H 2.363 -2.772 -1.957
H 2.505 3.116 -1.761
H 3.832 1.948 -1.099
H 2.458 3.220 0.818
H 0.805 2.588 0.171
H 3.250 0.593 1.243
H 1.406 0.174 1.017
H 2.366 2.452 3.119
H 2.466 0.630 3.642
H -0.023 2.390 3.856
H -0.372 1.110 2.413
H -0.808 0.549 4.969
H 0.829 0.348 5.153
H 0.710 -1.311 -3.933
H 2.724 -1.106 -5.065
H 0.411 3.784 -5.170
H 3.125 2.253 -5.719
H 2.797 4.064 -6.124
H 2.128 1.566 -7.932
H 2.240 3.417 -8.354
H 0.613 2.708 -7.683
C -7.421 1.085 7.381
O -6.388 1.833 7.997
P -4.897 2.086 7.157
O -5.021 0.715 6.472
O -4.048 1.878 8.557
C -4.543 1.009 9.567
O -3.406 2.339 6.317
C -3.490 2.419 4.907
H -8.327 1.190 7.989
H -7.623 1.460 6.368
H -7.165 0.022 7.356
H -5.056 0.135 9.154
H -5.216 1.572 10.218
H -3.705 0.657 10.172
H -4.319 3.066 4.615
H -3.622 1.424 4.476
H -2.555 2.840 4.526
C 2.917 -2.474 3.124
O 3.152 -3.866 3.025
P 4.774 -4.453 2.891
O 5.191 -3.196 2.110
O 4.295 -5.592 1.797
C 3.206 -5.327 0.923
O 6.396 -5.039 2.758
C 7.392 -4.276 3.411
H 1.860 -2.324 3.376
H 3.540 -2.028 3.913
H 3.098 -1.982 2.165
H 3.165 -4.279 0.611
H 2.276 -5.610 1.423
H 3.311 -5.944 0.029
H 7.061 -4.007 4.417
H 7.617 -3.374 2.838
H 8.301 -4.878 3.481
*
```

Mulliken atomic charge list, values in e, 5 entries:
1. C -0.9651
2. C -0.1164
3. C -0.5997
4. C -0.5611
5. C -0.7927

=====

No. 2
Entry from the OMol25 dataset: a cluster of 10 separate species, C4H28N2O11 in total (ωB97M-V/def2-TZVPD).

Its structure (SMILES) is NCCCNC(=O)O.O.O.O.O.O.O.O.O.O.

ORCA input file:
```
! RIJCOSX wB97M-V def2-TZVPD def2/J DEFGRID3
* xyz 0 1
N -0.457 -1.096 -3.402
C 0.048 0.265 -3.707
C -0.770 1.390 -3.137
C -0.570 1.464 -1.622
N 0.751 1.941 -1.216
C 1.768 1.148 -0.804
O 2.901 1.531 -0.589
O 1.390 -0.134 -0.617
H -1.235 -1.007 -2.755
H 0.277 -1.521 -2.842
H 0.379 0.259 -4.746
H 1.027 0.386 -3.216
H -0.704 2.334 -3.676
H -1.846 1.150 -3.175
H -0.786 0.530 -1.102
H -1.334 2.051 -1.098
H 0.975 2.916 -1.300
H 2.186 -0.669 -0.488
O -2.650 -3.205 2.050
H -1.860 -3.151 1.503
H -2.416 -3.002 2.958
O 3.749 -2.026 -1.170
H 4.436 -1.560 -0.683
H 3.572 -2.858 -0.718
O -1.666 -0.703 1.530
H -2.081 -0.837 2.385
H -2.156 0.065 1.190
O 0.552 -1.380 3.129
H 0.617 -1.727 2.234
H -0.362 -1.264 3.381
O 2.817 -2.239 2.007
H 2.811 -1.385 1.562
H 2.607 -2.039 2.927
O 0.872 1.273 2.401
H 1.422 0.505 2.575
H 0.828 1.341 1.440
O -2.252 -1.770 -0.865
H -1.973 -2.406 -1.537
H -3.123 -2.027 -0.534
O -2.701 1.680 1.968
H -1.855 2.128 2.096
H -3.432 2.203 2.303
O -0.285 3.807 1.600
H 0.589 3.987 1.235
H -0.061 3.654 2.528
*
```

Mulliken atomic charge list, values in e, 5 entries:
1. N -0.6943
2. C -0.3442
3. C -0.8869
4. C -0.1057
5. N 0.0806

=====

No. 3
Entry from the OMol25 dataset: a cluster of 5 separate species, C4H17N2O6 in total (ωB97M-V/def2-TZVPD).

ORCA input file:
```
! RIJCOSX wB97M-V def2-TZVPD def2/J DEFGRID3
* xyz 1 1
N -0.004 -0.463 1.781
C 0.326 -1.012 0.437
C 1.484 -0.254 -0.263
C 2.863 -0.826 0.073
O 3.293 -1.772 -0.530
C -0.914 -0.732 -0.489
N -0.949 -1.458 -1.636
O -1.807 -0.057 -0.036
H -0.494 0.432 1.654
H -0.855 -1.083 2.047
H 0.619 -0.215 2.543
H 0.591 -2.063 0.549
H 1.456 -0.435 -1.334
H 1.356 0.789 0.017
H 3.649 -0.197 0.568
H -1.792 -1.455 -2.190
H -0.097 -1.855 -2.006
H 0.494 3.271 -2.992
H 1.681 2.410 -3.286
O 0.786 2.342 -2.888
H -2.861 -1.362 3.160
H -2.461 -2.271 2.047
O -2.062 -1.773 2.782
H 1.334 2.589 2.448
H 0.676 1.757 3.744
O 0.836 1.863 2.797
H -3.001 1.500 -2.581
H -1.666 1.415 -3.279
O -2.478 0.915 -3.138
*
```

Mulliken atomic charge list, values in e, 5 entries:
1. N -0.2551
2. C -0.3466
3. C -0.4341
4. C -0.2260
5. O -0.4284

=====

No. 4
Entry from the OMol25 dataset: a structure of composition C37H90FI2N11O5P3S2 (ωB97M-V/def2-TZVPD).

ORCA input file:
```
! RIJCOSX wB97M-V def2-TZVPD def2/J DEFGRID3
* xyz 1 1
C 3.144 -2.274 5.062
C 3.416 -2.517 3.506
C 3.487 -1.267 2.539
I 2.073 0.154 3.465
N 4.819 -0.682 2.149
S 5.472 -0.139 3.732
C 4.671 0.493 1.165
C 4.799 1.953 1.729
C 6.129 2.712 2.023
C 7.377 2.672 1.079
C 8.524 3.534 1.842
N 9.867 3.375 1.253
C 9.877 3.235 -0.216
C 10.682 2.398 1.931
C 11.150 2.618 3.442
O 11.063 1.385 1.335
C 5.227 0.213 -0.316
I 3.722 -1.002 -1.424
C 5.217 1.561 -1.240
O 5.047 1.130 -2.629
C 6.257 1.319 -3.382
C 6.701 -0.347 -0.446
C 7.117 -1.003 0.929
C 5.887 -1.717 1.715
S 6.873 -2.334 3.220
C 5.396 -3.033 0.989
C 6.240 -3.584 -0.229
F 5.846 -4.964 -0.360
H 2.040 -2.280 5.331
H 3.705 -1.418 5.522
H 3.546 -3.208 5.587
H 2.491 -3.099 3.167
H 4.242 -3.273 3.447
H 2.972 -1.564 1.567
H 6.665 0.518 3.554
H 3.550 0.438 0.915
H 4.176 2.102 2.675
H 4.209 2.614 1.002
H 5.836 3.822 2.055
H 6.500 2.554 3.094
H 7.865 1.684 0.876
H 7.161 3.296 0.160
H 8.180 4.617 1.742
H 8.521 3.287 2.950
H 9.608 2.208 -0.596
H 10.947 3.429 -0.556
H 9.267 4.051 -0.724
H 10.737 3.573 3.885
H 10.768 1.724 4.025
H 12.276 2.616 3.514
H 6.210 2.087 -1.250
H 4.324 2.217 -1.048
H 6.590 2.406 -3.387
H 6.114 1.002 -4.460
H 7.119 0.708 -2.979
H 6.698 -1.110 -1.292
H 7.470 0.425 -0.775
H 7.538 -0.269 1.696
H 7.972 -1.734 0.771
H 6.393 -3.554 3.633
H 5.433 -3.886 1.744
H 4.311 -3.049 0.649
H 7.352 -3.609 -0.079
H 5.925 -3.117 -1.216
O -1.574 -0.628 -3.134
P -1.279 -0.801 -4.636
N 0.256 -1.520 -4.354
C 1.481 -1.327 -5.100
C 0.163 -2.920 -3.942
N -1.170 0.909 -4.899
C -0.029 1.658 -4.386
C -2.398 1.614 -4.514
N -1.058 -1.065 -6.394
C -0.620 -0.050 -7.343
C -2.247 -1.741 -6.951
H 1.480 -1.858 -6.061
H 2.339 -1.695 -4.525
H 1.700 -0.280 -5.288
H -0.020 -3.575 -4.805
H -0.653 -3.066 -3.231
H 1.078 -3.248 -3.440
H 0.221 1.387 -3.354
H -0.215 2.735 -4.416
H 0.849 1.513 -5.015
H -2.465 1.764 -3.431
H -3.282 1.050 -4.830
H -2.450 2.591 -5.004
H -1.358 0.745 -7.485
H -0.441 -0.515 -8.319
H 0.330 0.398 -7.055
H -3.107 -1.062 -6.988
H -2.520 -2.598 -6.326
H -2.055 -2.123 -7.955
O -6.211 -0.877 -4.768
P -6.526 -0.992 -3.264
N -5.838 -2.559 -3.113
C -6.315 -3.672 -2.320
C -4.379 -2.533 -3.075
N -8.237 -1.040 -3.538
C -8.854 -2.229 -4.117
C -8.720 0.136 -4.272
N -6.839 -0.955 -1.499
C -8.125 -1.232 -0.871
C -6.301 0.294 -0.928
H -6.109 -3.546 -1.248
H -5.832 -4.601 -2.639
H -7.379 -3.851 -2.444
H -4.014 -2.239 -2.082
H -3.982 -1.819 -3.801
H -3.954 -3.508 -3.333
H -8.294 -2.618 -4.972
H -9.876 -2.024 -4.448
H -8.960 -3.017 -3.371
H -8.525 0.060 -5.347
H -8.233 1.046 -3.906
H -9.796 0.267 -4.122
H -8.876 -0.468 -1.093
H -8.008 -1.272 0.219
H -8.519 -2.207 -1.154
H -6.907 1.157 -1.229
H -5.276 0.459 -1.279
H -6.262 0.252 0.163
O -6.618 2.674 3.402
P -6.793 2.007 4.778
N -5.230 2.454 5.334
C -4.316 1.676 6.143
C -5.146 3.858 5.734
N -6.826 0.413 4.096
C -5.605 -0.186 3.570
C -7.886 0.254 3.095
N -7.165 1.297 6.382
C -7.099 -0.123 6.703
C -8.452 1.826 6.875
H -4.614 1.640 7.200
H -3.310 2.107 6.101
H -4.200 0.657 5.786
H -5.579 4.012 6.731
H -5.685 4.498 5.031
H -4.111 4.207 5.742
H -5.029 0.510 2.951
H -5.824 -1.072 2.967
H -4.970 -0.553 4.377
H -7.606 0.686 2.128
H -8.807 0.744 3.428
H -8.124 -0.804 2.947
H -7.865 -0.710 6.188
H -7.244 -0.260 7.781
H -6.121 -0.547 6.484
H -9.294 1.413 6.307
H -8.475 2.916 6.771
H -8.595 1.602 7.934
*
```

Mulliken atomic charge list, values in e, 5 entries:
1. C -1.3418
2. C 0.0436
3. C -1.1099
4. I 0.2473
5. N 1.4661

=====

No. 5
Entry from the OMol25 dataset: a cluster of 2 separate species, C4H8O2 in total (ωB97M-V/def2-TZVPD).

Its structure (SMILES) is C=CC(=C)O.O.

ORCA input file:
```
! RIJCOSX wB97M-V def2-TZVPD def2/J DEFGRID3
* xyz 0 1
C -1.425 0.780 -0.343
C -1.040 -0.417 -0.757
C 0.322 -0.950 -0.749
C 0.634 -2.229 -0.890
O 1.355 -0.046 -0.706
H -0.751 1.571 -0.012
H -2.438 1.106 -0.145
H -1.773 -1.147 -1.060
H 1.671 -2.528 -0.871
H -0.152 -2.978 -0.923
H 0.999 0.823 -0.496
O 0.723 1.743 2.074
H 1.621 1.788 2.411
H 0.254 2.485 2.465
*
```

Mulliken atomic charge list, values in e, 5 entries:
1. C -0.8976
2. C 0.0475
3. C 0.8622
4. C -0.9271
5. O -0.4922

=====

No. 6
Entry from the OMol25 dataset: the molecule C2H3NOS2 (ωB97M-V/def2-TZVPD).

Its structure (SMILES) is O=CN(S)C=S.

ORCA input file:
```
! RIJCOSX wB97M-V def2-TZVPD def2/J DEFGRID3
* xyz 0 1
O -1.017 -1.546 1.082
C -0.798 -0.397 0.843
N 0.089 -0.042 -0.169
S 0.601 -1.304 -1.234
C 0.453 1.262 -0.392
S 1.277 1.879 -1.677
H -1.273 0.433 1.402
H 0.665 -2.186 -0.212
H 0.003 1.900 0.356
*
```

Mulliken atomic charge list, values in e, 5 entries:
1. O -0.4684
2. C 0.2086
3. N 0.0090
4. S -0.0716
5. C 0.0015

=====

No. 7
Entry from the OMol25 dataset: the molecule C6H9NO (ωB97M-V/def2-TZVPD).

Its structure (SMILES) is C=C(C)[C@@H]1NC=CO1.

ORCA input file:
```
! RIJCOSX wB97M-V def2-TZVPD def2/J DEFGRID3
* xyz 0 1
C -1.632 -0.769 -0.730
C -0.993 0.101 0.033
C -1.554 1.443 0.396
C 0.344 -0.273 0.804
N 1.431 0.602 0.368
C 2.172 -0.205 -0.523
C 1.847 -1.483 -0.328
O 0.744 -1.594 0.496
H -2.605 -0.556 -1.140
H -1.222 -1.744 -0.935
H -1.682 1.523 1.480
H -2.522 1.596 -0.080
H -0.875 2.248 0.095
H 0.198 -0.186 1.893
H 1.131 1.478 -0.035
H 2.986 0.211 -1.077
H 2.233 -2.391 -0.719
*
```

Mulliken atomic charge list, values in e, 5 entries:
1. C -1.0219
2. C 0.6114
3. C -1.2715
4. C 0.1326
5. N -0.3081

=====

No. 8
Entry from the OMol25 dataset: the molecule C5H6O (ωB97M-V/def2-TZVPD).

Its structure (SMILES) is C#CCCC=O.

ORCA input file:
```
! RIJCOSX wB97M-V def2-TZVPD def2/J DEFGRID3
* xyz 0 1
C 2.818 0.129 -0.086
C 1.661 0.338 -0.349
C 0.256 0.185 -0.694
C -0.598 -0.110 0.552
C -2.071 -0.239 0.262
O -2.571 -0.009 -0.813
H 3.807 0.193 0.289
H 0.350 -0.642 -1.403
H -0.192 1.004 -1.266
H -0.255 -1.006 1.087
H -0.502 0.700 1.296
H -2.704 -0.544 1.125
*
```

Mulliken atomic charge list, values in e, 5 entries:
1. C 0.0335
2. C -0.6549
3. C -0.3906
4. C -0.4926
5. C -0.0004

=====

Number 1: orbital gap 6.778 eV. Number 2: orbital gap 9.452 eV. Number 3: orbital gap 10.235 eV. Number 4: orbital gap 5.681 eV. Number 5: orbital gap 9.044 eV. Number 6: orbital gap 8.729 eV. Number 7: orbital gap 8.530 eV. Number 8: orbital gap 10.766 eV.